# C47H47NP2W

A structure of composition C47H47NP2W (ωB97M-V with the def2-TZVPD basis set, the Open Molecules 2025 dataset).

Element x y z (Å)
W: 0.623 0.962 0.358
C: 3.280 1.295 -0.302
C: 2.467 0.072 -0.236
C: 2.874 -1.016 0.770
C: 2.047 -1.051 2.078
C: 1.115 0.115 2.241
C: 1.766 1.432 2.266
C: 3.269 1.585 2.257
C: 3.884 1.917 0.882
C: -1.375 1.084 -0.180
H: 3.568 1.679 -1.292
H: 2.093 -0.324 -1.201
H: 3.947 -0.914 1.026
H: 2.756 -1.996 0.273
H: 1.480 -1.980 2.116
H: 2.740 -1.078 2.940
H: 0.236 -0.002 2.879
H: 1.261 2.163 2.902
H: 3.796 0.749 2.755
H: 3.507 2.449 2.904
H: 3.902 3.018 0.762
H: 4.963 1.665 0.909
H: -1.737 1.824 0.553
H: -2.018 0.189 -0.132
H: -1.391 1.545 -1.179
P: -0.578 -1.352 -1.579
P: -1.912 -1.782 1.060
C: 0.247 -2.457 -0.418
C: -0.465 -2.793 0.714
C: -1.524 -2.759 -2.442
C: -1.222 -4.118 -2.229
C: -1.819 -5.134 -2.983
C: -2.733 -4.801 -3.981
C: -3.074 -3.461 -4.189
C: -2.485 -2.449 -3.423
C: 0.537 -0.989 -3.050
C: 0.790 0.328 -3.479
C: 1.673 0.561 -4.545
C: 2.181 -0.531 -5.268
C: 1.956 -1.834 -4.816
C: 1.078 -2.061 -3.758
C: -3.358 -3.014 1.153
C: -3.778 -3.652 -0.028
C: -4.768 -4.631 -0.030
C: -5.428 -4.957 1.163
C: -5.068 -4.299 2.347
C: -4.033 -3.354 2.338
C: -1.785 -1.313 2.812
C: -2.438 -0.115 3.170
C: -2.304 0.396 4.456
C: -1.560 -0.313 5.410
C: -0.951 -1.531 5.075
C: -1.060 -2.038 3.773
H: 1.140 -2.987 -0.769
H: -0.302 -3.712 1.311
H: -0.502 -4.422 -1.463
H: -1.536 -6.173 -2.783
H: -3.170 -5.588 -4.593
H: -3.788 -3.196 -4.968
H: -2.742 -1.408 -3.613
H: 0.319 1.184 -2.968
H: 1.954 1.593 -4.795
H: 2.774 -0.352 -6.174
H: 2.489 -2.670 -5.262
H: 0.798 -3.086 -3.502
H: -3.324 -3.379 -0.975
H: -5.031 -5.139 -0.966
H: -6.204 -5.728 1.166
H: -5.596 -4.532 3.279
H: -3.769 -2.877 3.278
H: -3.061 0.403 2.438
H: -2.823 1.324 4.718
H: -1.482 0.065 6.434
H: -0.411 -2.114 5.832
H: -0.602 -2.993 3.510
C: 1.749 5.643 3.290
C: 0.746 4.685 3.482
C: 0.280 3.953 2.375
C: 0.939 4.100 1.126
C: 1.691 5.287 0.909
C: 2.162 6.011 2.004
N: 0.964 3.033 0.191
C: 1.129 3.484 -1.183
C: -0.001 3.688 -1.991
C: 0.163 4.233 -3.261
C: 1.428 4.652 -3.688
C: 2.557 4.487 -2.876
C: 2.409 3.863 -1.635
H: 2.185 6.146 4.151
H: 0.347 4.480 4.485
H: -0.505 3.192 2.487
H: 1.923 5.616 -0.103
H: 2.853 6.843 1.843
H: -0.983 3.484 -1.568
H: -0.702 4.322 -3.920
H: 1.542 5.088 -4.680
H: 3.550 4.827 -3.203
H: 3.271 3.738 -0.970

Forces on the atoms, in the same order (eV/Å):
W 0.87 5.73 0.42
C -1.46 -2.62 -0.20
C 2.63 0.65 -0.84
C 0.27 -0.33 0.61
C 0.30 -0.74 0.66
C 0.99 0.81 0.34
C -1.83 -1.71 0.70
C 0.44 0.57 0.03
C 0.63 0.40 0.59
C -1.36 -0.23 0.78
H -0.65 0.04 0.46
H 0.78 0.29 0.06
H -0.51 -0.08 -0.28
H 0.23 0.54 0.06
H 0.04 -0.02 0.07
H -0.28 -0.10 -0.27
H 0.30 -0.02 -0.08
H 0.30 -0.44 -0.47
H -0.44 0.10 -0.45
H -0.15 -0.29 -0.29
H -0.09 -0.46 -0.13
H -0.19 -0.07 -0.24
H -0.09 0.21 -0.12
H 0.12 1.25 -0.27
H -0.16 -0.26 0.06
P -0.39 -1.71 -1.97
P -1.81 -2.56 1.51
C -0.30 -0.82 1.56
C 1.27 0.22 -1.90
C -0.30 -0.14 -0.18
C 0.15 0.01 0.14
C 0.16 0.41 0.12
C 0.01 0.03 0.11
C 0.15 0.08 0.13
C 0.35 -0.05 0.11
C -0.38 0.32 0.29
C 0.35 0.02 0.46
C -0.41 -0.26 -0.09
C 0.32 0.39 0.35
C -0.19 0.28 -0.02
C 0.39 -0.20 0.02
C 0.34 0.24 -0.56
C 0.07 0.03 -0.43
C -0.09 -0.02 0.25
C 0.33 0.14 -0.06
C 0.21 0.05 -0.26
C -0.27 0.19 0.49
C -0.08 0.78 0.03
C 0.26 -0.28 -0.02
C -0.11 -0.19 0.23
C -0.02 -0.07 -0.11
C -0.17 -0.15 -0.13
C -0.03 0.32 -0.05
H -0.24 0.00 0.42
H 0.17 0.64 -0.37
H -0.33 0.11 -0.34
H -0.18 0.40 -0.16
H 0.03 0.24 0.12
H 0.15 -0.06 0.24
H -0.01 -0.20 -0.01
H 0.37 -0.43 -0.20
H -0.35 -0.52 -0.11
H -0.08 -0.11 0.57
H -0.37 0.10 -0.20
H 0.31 0.29 0.03
H -0.09 -0.09 0.18
H 0.11 0.29 0.41
H 0.24 0.35 0.03
H 0.36 0.14 -0.39
H -0.02 -0.06 -0.17
H 0.23 -0.04 0.14
H 0.27 -0.38 -0.02
H 0.02 -0.12 -0.43
H -0.26 0.36 -0.36
H -0.05 0.31 0.16
C 0.03 0.12 0.25
C -0.19 -0.02 -0.59
C 0.59 0.06 0.03
C 0.14 0.03 0.55
C 0.22 -0.23 0.23
C -0.56 -0.32 -0.11
N -1.01 -1.38 -0.78
C 0.00 0.38 -0.18
C 0.59 0.13 0.44
C 0.21 -0.05 -0.11
C 0.07 -0.20 -0.11
C -0.21 -0.31 0.09
C -0.26 0.10 -0.15
H -0.19 -0.05 -0.14
H 0.15 0.21 -0.54
H 0.44 0.29 -0.03
H 0.22 -0.26 0.38
H -0.35 -0.25 0.13
H 0.19 0.04 -0.27
H 0.25 0.16 0.18
H -0.06 -0.02 0.24
H -0.57 -0.17 0.11
H -0.48 0.25 -0.41

E_LUMO (alpha / beta): -6.890 / -8.651 eV
spin multiplicity: 3
total charge: +2
HOMO (alpha / beta): -12.450 / -12.754 eV



# C34H28Cl2IrN5O2

A structure of composition C34H28Cl2IrN5O2 (ωB97M-V with the def2-TZVPD basis set, the Open Molecules 2025 dataset).

Element x y z (Å)
Ir: 0.903 0.053 0.561
C: -5.125 -3.131 0.689
C: -3.743 -2.681 0.361
C: -3.388 -2.368 -0.952
C: -2.116 -1.959 -1.256
C: -1.100 -1.859 -0.282
N: 0.128 -1.372 -0.661
C: 0.681 -1.803 -1.835
C: 0.465 -3.143 -2.216
C: 1.026 -3.701 -3.335
C: 1.852 -2.941 -4.165
C: 2.501 -3.562 -5.356
C: 2.063 -1.610 -3.826
C: 1.502 -1.011 -2.695
N: 1.676 0.368 -2.529
C: 1.768 1.193 -3.634
C: 2.190 2.504 -3.530
C: 2.402 3.078 -2.303
N: 2.079 0.854 -1.268
C: -1.458 -2.197 1.049
C: -2.771 -2.556 1.342
N: -0.522 -2.225 2.096
C: -0.643 -2.873 3.279
C: 0.473 -2.586 4.031
C: 1.246 -1.751 3.227
N: 0.639 -1.555 2.062
H: -5.520 -3.755 -0.109
H: -5.792 -2.276 0.793
H: -5.151 -3.692 1.618
H: -4.131 -2.429 -1.732
H: -1.872 -1.671 -2.267
H: -0.150 -3.742 -1.562
H: 0.838 -4.741 -3.559
H: 1.883 -4.363 -5.756
H: 3.456 -4.000 -5.064
H: 2.691 -2.829 -6.135
H: 2.696 -1.011 -4.464
H: 1.399 0.780 -4.553
H: 2.329 3.080 -4.431
H: 2.712 4.100 -2.186
H: -3.048 -2.736 2.369
H: -1.473 -3.506 3.515
H: 0.707 -2.930 5.016
H: 2.188 -1.285 3.444
Cl: -0.187 3.915 6.752
C: 0.331 3.197 5.284
C: 1.700 3.157 4.993
C: 2.113 2.558 3.826
Cl: 3.783 2.500 3.426
C: 1.210 2.011 2.864
O: 1.684 1.531 1.787
C: -0.202 2.062 3.201
C: -1.186 1.458 2.381
O: -1.048 0.866 1.281
C: -0.595 2.661 4.411
H: 2.420 3.603 5.662
H: -2.207 1.467 2.779
H: -1.645 2.712 4.651
C: 1.965 2.323 -1.090
C: 0.547 2.760 -0.756
C: 0.379 3.833 0.116
C: -0.884 4.312 0.407
C: -1.997 3.731 -0.177
C: -1.842 2.671 -1.050
C: -0.576 2.191 -1.347
H: 2.590 2.564 -0.225
H: 3.066 0.609 -1.119
H: 1.245 4.292 0.571
H: -0.992 5.141 1.092
H: -2.982 4.110 0.046
H: -2.708 2.216 -1.502
H: -0.473 1.387 -2.056

Forces on the atoms, in the same order (eV/Å):
Ir 0.24 -1.65 -0.21
C -0.20 0.10 0.05
C 0.46 0.05 -0.06
C -0.10 -0.12 0.28
C 0.24 0.20 0.51
C -1.33 -0.56 0.39
N 1.07 0.80 -0.18
C 0.01 0.27 0.73
C 0.19 -0.33 -0.35
C -0.31 0.34 0.49
C 0.07 0.95 -0.01
C 0.25 -0.08 0.02
C 0.06 -0.81 -0.54
C -0.51 -1.03 0.64
N 0.72 1.76 -2.73
C -0.93 -2.35 2.77
C 1.04 1.91 1.09
C -0.64 -1.04 -1.02
N -0.08 0.41 0.87
C -0.29 0.19 -1.40
C -0.09 0.00 -0.22
N 0.22 -0.20 0.70
C 0.39 0.09 0.16
C -0.11 0.00 -0.19
C -0.19 -0.06 -0.10
N 0.10 1.80 -0.56
H -0.07 -0.09 -0.02
H -0.12 0.06 0.04
H -0.05 -0.08 0.08
H -0.11 -0.03 -0.13
H 0.05 0.00 -0.14
H -0.01 -0.07 0.01
H 0.02 -0.12 -0.05
H -0.01 0.02 -0.10
H 0.08 -0.06 -0.10
H 0.01 0.00 -0.11
H 0.19 0.06 -0.06
H -0.08 -0.24 -0.11
H 0.04 -0.01 -0.13
H 0.14 0.23 -0.05
H -0.04 -0.09 0.10
H -0.14 -0.11 -0.12
H 0.00 -0.13 0.18
H 0.14 0.12 -0.09
Cl -0.16 0.25 0.44
C -0.36 -0.33 -0.62
C -0.22 -0.28 -0.54
C -0.38 0.28 -0.05
Cl 0.41 0.03 0.01
C -1.08 0.20 0.82
O 0.67 -0.53 -0.54
C 1.79 -0.05 0.10
C -0.37 -0.86 -1.29
O -0.06 0.36 1.33
C 0.38 0.19 0.30
H 0.03 -0.05 0.08
H -0.12 0.26 -0.04
H -0.17 -0.02 0.11
C -0.32 0.59 0.04
C -0.01 0.36 -0.10
C 0.16 -0.10 -0.06
C 0.02 0.10 0.07
C -0.01 0.05 0.03
C 0.08 -0.04 -0.09
C 0.01 0.17 -0.15
H -0.05 -0.18 -0.05
H -0.33 -0.31 -0.19
H 0.10 0.02 0.10
H -0.03 0.04 0.03
H -0.14 0.03 0.03
H -0.09 -0.09 -0.08
H -0.11 -0.19 -0.02

E_LUMO (alpha / beta): -4.872 / -4.677 eV
spin multiplicity: 2
ΔE to the lowest compared entry with this formula, charge and spin: 83.3 kcal/mol
total charge: +1
HOMO (alpha / beta): -9.265 / -9.274 eV



# C4H10S

The molecule C4H10S (ωB97M-V with the def2-TZVPD basis set, the Open Molecules 2025 dataset).

Element x y z (Å)
C: -0.443 -2.227 0.404
C: 0.285 -1.329 -0.542
S: -0.493 0.256 -0.780
C: -0.200 1.295 0.645
C: 1.208 1.862 0.830
H: -0.790 -1.829 1.341
H: -1.310 -2.537 -0.138
H: 0.236 -3.063 0.565
H: 0.195 -1.742 -1.649
H: 1.324 -1.234 -0.174
H: -0.578 0.691 1.492
H: -1.054 2.017 0.387
H: 1.883 1.107 1.191
H: 1.593 2.204 -0.181
H: 1.291 2.683 1.611

Forces on the atoms, in the same order (eV/Å):
C 0.13 -0.87 -0.62
C 0.57 0.16 -1.29
S -0.06 0.42 -1.21
C -1.65 0.06 0.29
C -0.02 1.24 -0.51
H 0.25 0.51 0.42
H -0.76 -0.66 0.00
H -0.37 -0.39 0.34
H 0.73 0.55 2.36
H -0.23 0.13 -0.83
H 0.39 0.64 0.04
H 1.56 -0.35 0.83
H 0.25 -0.56 0.00
H -0.38 -0.14 1.32
H -0.41 -0.74 -1.12

E_LUMO: 1.005 eV
ΔE to the lowest compared entry with this formula, charge and spin: 14.2 kcal/mol
total charge: 0
HOMO: -8.389 eV



# C39H53N12O2P2

A cluster of 10 separate species, C39H53N12O2P2 in total (ωB97M-V with the def2-TZVPD basis set, the Open Molecules 2025 dataset).

Element x y z (Å)
N: -0.953 4.756 1.767
P: -0.307 3.937 0.391
O: 1.305 4.180 0.337
C: -0.473 2.109 0.872
N: 0.580 1.299 0.917
C: 0.113 0.045 1.286
P: 1.371 -1.267 1.403
O: 2.532 -0.886 0.565
C: -1.215 0.113 1.483
N: -1.573 1.431 1.196
H: -0.706 4.228 2.608
H: -1.968 4.642 1.702
H: 1.729 3.850 1.148
H: 1.550 1.518 0.713
H: 0.843 -2.494 0.944
H: 1.750 -1.374 2.760
H: -1.862 -0.694 1.793
H: -2.507 1.818 1.248
N: 2.445 0.586 -2.405
C: 1.675 1.720 -2.360
C: 1.969 2.478 -3.462
C: 2.950 1.774 -4.206
C: 3.220 0.612 -3.530
H: 2.445 -0.149 -1.718
H: 0.989 1.887 -1.549
H: 1.529 3.431 -3.710
H: 3.405 2.084 -5.131
H: 3.898 -0.194 -3.754
N: 1.784 -5.107 1.958
C: 2.623 -5.491 2.969
C: 1.915 -6.307 3.808
C: 0.600 -6.426 3.280
C: 0.553 -5.677 2.136
H: 2.033 -4.502 1.198
H: 3.643 -5.147 3.005
H: 2.296 -6.770 4.704
H: -0.216 -6.997 3.695
H: -0.246 -5.496 1.434
N: 0.542 -0.264 -8.942
C: 0.165 -0.127 -7.631
C: 1.284 0.177 -6.902
C: 2.378 0.228 -7.808
C: 1.888 -0.046 -9.057
H: -0.075 -0.489 -9.702
H: -0.863 -0.258 -7.334
H: 1.316 0.346 -5.839
H: 3.406 0.443 -7.570
H: 2.378 -0.103 -10.014
N: -5.523 2.946 0.543
C: -6.283 4.082 0.615
C: -5.996 4.852 -0.479
C: -5.028 4.156 -1.249
C: -4.754 2.983 -0.598
H: -5.533 2.204 1.217
H: -6.963 4.242 1.435
H: -6.435 5.809 -0.707
H: -4.586 4.479 -2.177
H: -4.084 2.174 -0.847
N: 0.509 6.477 -3.194
C: -0.256 7.611 -3.119
C: 0.027 8.381 -4.214
C: 0.997 7.685 -4.983
C: 1.274 6.515 -4.331
H: 0.509 5.733 -2.521
H: -0.932 7.770 -2.296
H: -0.413 9.338 -4.440
H: 1.441 8.008 -5.910
H: 1.946 5.709 -4.575
N: 0.339 -4.787 6.320
C: -0.623 -4.268 7.144
C: 0.005 -3.567 8.139
C: 1.402 -3.663 7.904
C: 1.576 -4.420 6.774
H: 0.163 -5.350 5.505
H: -1.669 -4.443 6.952
H: -0.482 -3.043 8.945
H: 2.190 -3.226 8.497
H: 2.469 -4.727 6.257
N: 3.790 -5.200 10.379
C: 3.462 -5.069 11.701
C: 4.618 -4.851 12.402
C: 5.686 -4.846 11.465
C: 5.143 -5.062 10.227
H: 3.138 -5.371 9.634
H: 2.438 -5.143 12.026
H: 4.690 -4.710 13.467
H: 6.732 -4.701 11.678
H: 5.602 -5.131 9.255
N: -2.931 -3.761 1.888
C: -3.956 -3.114 1.243
C: -5.119 -3.770 1.538
C: -4.788 -4.856 2.394
C: -3.436 -4.822 2.592
H: -1.963 -3.505 1.850
H: -3.767 -2.247 0.629
H: -6.099 -3.506 1.178
H: -5.468 -5.578 2.813
H: -2.788 -5.460 3.170
N: -0.874 2.872 -9.474
C: -0.630 3.072 -10.805
C: -1.236 4.243 -11.174
C: -1.868 4.774 -10.018
C: -1.625 3.906 -8.986
H: -0.551 2.086 -8.936
H: -0.047 2.366 -11.373
H: -1.227 4.673 -12.162
H: -2.435 5.687 -9.952
H: -1.919 3.936 -7.951

Forces on the atoms, in the same order (eV/Å):
N 0.53 -1.94 0.00
P -1.33 1.11 -1.57
O -0.81 -1.14 1.28
C 1.25 1.88 0.14
N -1.32 -0.79 0.38
C 1.02 -1.05 0.28
P 1.26 -0.09 -0.49
O -0.13 0.47 -0.16
C -0.01 0.25 -0.22
N 0.32 -0.81 0.26
H 0.07 0.62 0.27
H 0.01 0.63 -0.18
H 0.51 0.54 -0.13
H -0.06 -0.02 -0.24
H -0.61 0.26 0.58
H -0.64 -0.21 -0.06
H -0.34 0.36 -0.07
H 0.06 0.10 -0.11
N -0.08 -0.03 -0.03
C 0.12 -0.14 0.08
C -0.05 0.08 0.03
C 0.08 -0.01 0.01
C 0.00 0.02 0.06
H 0.09 0.02 0.06
H -0.08 0.04 -0.11
H -0.02 -0.02 -0.03
H -0.02 0.00 0.00
H 0.01 0.02 -0.02
N 0.01 0.12 0.01
C -0.02 0.07 0.06
C 0.04 -0.02 0.02
C -0.05 0.02 0.07
C -0.17 0.21 -0.03
H 0.15 -0.20 -0.11
H 0.00 -0.05 0.00
H 0.01 -0.06 -0.04
H 0.03 -0.08 -0.07
H 0.00 -0.13 -0.02
N -0.02 0.08 -0.01
C -0.08 0.00 -0.05
C -0.07 0.00 0.02
C 0.01 0.02 0.01
C -0.01 -0.02 -0.05
H 0.02 -0.04 0.00
H 0.02 -0.03 0.01
H 0.00 0.02 -0.01
H -0.01 0.00 -0.01
H 0.02 0.00 0.02
N 0.16 0.02 0.00
C 0.02 0.00 0.06
C -0.02 0.00 0.02
C 0.13 0.02 -0.01
C 0.15 -0.04 0.24
H -0.19 -0.04 -0.06
H -0.01 0.01 -0.02
H -0.01 -0.02 -0.01
H -0.02 -0.01 0.00
H -0.11 -0.05 -0.12
N -0.02 0.01 -0.05
C -0.01 -0.03 0.07
C -0.03 0.01 0.01
C 0.01 -0.01 -0.02
C 0.02 -0.05 0.04
H 0.02 0.01 -0.01
H 0.01 0.03 -0.01
H 0.00 -0.01 0.00
H -0.01 -0.01 0.00
H 0.02 0.03 -0.02
N -0.07 0.10 0.06
C 0.00 -0.04 -0.06
C -0.06 0.03 0.00
C 0.09 0.01 0.02
C -0.01 -0.05 -0.04
H 0.10 0.05 -0.01
H 0.00 -0.01 0.04
H 0.01 -0.01 0.00
H -0.01 0.01 -0.01
H 0.00 0.01 0.01
N 0.01 0.03 -0.01
C -0.05 -0.02 -0.03
C -0.02 0.02 0.02
C 0.03 0.02 -0.02
C -0.03 -0.02 -0.05
H -0.02 0.02 0.02
H 0.02 -0.01 0.02
H 0.00 0.00 -0.01
H -0.01 0.00 0.00
H 0.02 -0.01 0.02
N -0.05 0.09 0.01
C 0.07 0.08 0.03
C -0.01 0.05 0.00
C 0.01 0.03 -0.01
C 0.08 -0.07 0.06
H 0.03 -0.13 0.02
H -0.04 -0.06 -0.08
H 0.01 -0.01 0.00
H 0.00 0.01 -0.01
H -0.02 -0.01 -0.01
N 0.00 -0.01 0.02
C -0.01 -0.07 0.03
C 0.02 -0.01 -0.04
C -0.02 0.02 0.03
C -0.01 -0.06 0.02
H 0.09 0.05 0.02
H 0.01 0.03 -0.01
H 0.00 0.00 0.01
H 0.01 0.00 0.00
H 0.00 0.02 -0.01

E_LUMO: -3.888 eV
total charge: +1
HOMO: -9.294 eV